(1)
88
Properties=species:S:1:pos:R:3:lowdin_charge:R:1 method="wB97M-V/def2-TZVPD" charge=+4 energy_ev=-61746.4158 homo_ev="-18.530 / -18.530" relative_energy_kj_mol=0.0
Pd 0.625 -0.305 -0.728 0.7793
C 1.716 2.643 1.594 -0.0400
C 0.774 2.152 2.649 -0.2650
C 0.406 3.036 3.660 -0.0189
C -0.392 2.635 4.720 -0.0015
C -0.837 1.326 4.810 -0.0168
C -0.502 0.425 3.814 -0.0690
C 0.300 0.823 2.728 -0.2933
P 0.850 -0.473 1.636 1.1309
C 0.110 -2.064 2.009 -0.3253
C 0.946 -3.136 2.342 -0.0688
C 0.411 -4.368 2.681 -0.0308
C -0.964 -4.536 2.675 -0.0080
C -1.795 -3.483 2.319 -0.0031
C -1.291 -2.229 1.988 -0.2829
C -2.265 -1.133 1.645 -0.0427
C 2.649 -0.638 1.742 -0.2914
C 3.295 -0.790 2.945 -0.0102
C 4.639 -1.214 2.940 0.0498
C 5.301 -1.531 1.761 0.0165
C 4.663 -1.359 0.544 0.0561
C 3.353 -0.833 0.524 -0.2831
C 2.805 -0.279 -0.645 0.0123
H 1.487 3.676 1.332 0.0972
H 1.652 2.067 0.675 0.0131
H 2.747 2.630 1.954 0.1115
H 0.766 4.057 3.629 0.1366
H -0.656 3.347 5.491 0.1367
H -1.429 1.009 5.657 0.1332
H -0.820 -0.604 3.898 0.1063
H 2.020 -3.011 2.362 0.1040
H 1.063 -5.183 2.964 0.1296
H -1.395 -5.489 2.954 0.1346
H -2.868 -3.631 2.323 0.1375
H -3.203 -1.561 1.291 0.0999
H -1.892 -0.446 0.877 0.0414
H -2.511 -0.522 2.512 0.0899
H 2.789 -0.642 3.891 0.1422
H 5.154 -1.323 3.887 0.1456
H 6.322 -1.887 1.798 0.1426
H 5.185 -1.539 -0.387 0.1423
H 3.283 -0.490 -1.597 0.1008
H 2.363 0.740 -0.571 0.0689
N -0.096 -0.517 -5.910 0.0770
C 1.167 -1.114 -5.355 -0.0682
C 1.019 -1.357 -3.856 -0.1728
N 0.641 -0.146 -3.100 -0.1017
C -0.602 0.421 -3.675 -0.1749
C -0.484 0.730 -5.161 -0.0685
H -0.858 -1.201 -5.867 0.1960
H 0.026 -0.304 -6.906 0.2031
H 1.962 -0.401 -5.579 0.1508
H 1.369 -2.038 -5.894 0.1554
H 1.967 -1.749 -3.483 0.1296
H 0.262 -2.121 -3.665 0.1205
H 1.378 0.551 -3.207 0.1269
H -0.873 1.326 -3.137 0.1043
H -1.404 -0.303 -3.507 0.1266
H 0.296 1.463 -5.370 0.1503
H -1.423 1.093 -5.577 0.1554
N -4.783 -3.055 -1.735 0.2390
C -3.660 -3.223 -1.572 -0.1501
C -2.248 -3.356 -1.375 -0.1739
C -1.602 -4.593 -1.344 0.0642
C -0.230 -4.613 -1.138 0.0167
C 0.446 -3.419 -0.963 -0.1005
N -0.180 -2.236 -0.998 -0.0526
C -1.500 -2.200 -1.196 -0.1087
H -2.166 -5.507 -1.477 0.1533
H 0.314 -5.547 -1.106 0.1392
H 1.514 -3.400 -0.785 0.1276
H -1.980 -1.229 -1.222 0.1195
N -0.525 1.572 -0.661 0.1052
C -0.865 2.657 -0.382 -0.2325
N -1.270 3.827 -0.053 -0.0404
C -2.039 4.053 1.204 -0.0662
C -3.359 4.732 0.851 -0.1636
O -3.119 5.899 0.107 -0.0877
C -2.530 5.623 -1.138 -0.1669
C -1.144 5.016 -0.941 -0.0590
H -1.428 4.699 1.838 0.1369
H -2.185 3.090 1.694 0.1309
H -3.870 5.032 1.765 0.1494
H -4.011 4.045 0.296 0.1393
H -2.441 6.571 -1.669 0.1496
H -3.170 4.952 -1.725 0.1369
H -0.479 5.719 -0.437 0.1442
H -0.691 4.699 -1.880 0.1322

(2)
85
Properties=species:S:1:pos:R:3:lowdin_charge:R:1 method="wB97M-V/def2-TZVPD" energy_ev=-55587.4698 homo_ev=-6.313
C 4.023 -1.652 2.899 -0.0499
C 3.965 -0.827 1.647 -0.4894
C 4.239 0.592 1.763 -0.1228
C 4.305 1.365 0.499 -0.1872
C 5.351 2.481 0.560 -0.1794
C 5.306 3.230 1.870 -0.1638
O 5.420 2.341 3.022 -0.0102
C 5.024 1.040 2.936 -0.4503
O 5.347 0.294 3.859 0.0208
O 3.649 -1.333 0.551 -0.0381
H 3.530 -1.165 3.749 0.0529
H 3.533 -2.608 2.684 0.0842
H 5.059 -1.800 3.196 0.0918
H 4.610 0.666 -0.298 0.1132
H 3.333 1.788 0.181 0.0993
H 6.337 2.014 0.424 0.1251
H 5.201 3.198 -0.253 0.1102
H 6.161 3.910 1.974 0.1195
H 4.372 3.796 1.988 0.1206
C -0.673 -1.816 -5.445 -0.1474
Si -2.209 -1.248 -4.573 0.4136
C -3.389 -0.355 -5.701 -0.1555
C -3.103 -2.650 -3.720 -0.1392
O -1.715 -0.105 -3.453 -0.1630
C -1.605 -0.079 -2.041 -0.3382
C -3.013 0.073 -1.409 -0.1447
C -4.074 0.596 -2.157 -0.0469
C -5.360 0.658 -1.608 -0.0638
C -5.562 0.287 -0.277 -0.0826
C -4.487 -0.144 0.504 -0.0621
C -3.210 -0.241 -0.062 -0.0583
C -0.769 -1.280 -1.582 -0.1678
C -1.316 -2.368 -0.900 -0.0555
C -0.476 -3.398 -0.460 -0.0612
C 0.879 -3.383 -0.782 -0.0658
C 1.400 -2.343 -1.555 -0.0618
C 0.562 -1.324 -2.002 -0.0573
C -0.813 1.236 -1.726 -0.1626
C -1.564 2.506 -2.166 -0.0992
C -2.191 3.108 -0.915 -0.1296
C -1.441 2.498 0.278 -0.1308
N -0.611 1.444 -0.283 -0.0198
C 0.350 0.870 0.446 0.0081
C 0.455 1.062 1.833 -0.0386
C 1.215 0.218 2.622 0.0504
C 0.969 -0.039 4.017 -0.1829
C 1.379 -1.258 4.626 -0.0200
C 1.070 -1.545 5.947 -0.0578
C 0.303 -0.638 6.691 -0.0633
C -0.172 0.541 6.091 -0.0721
C 0.190 0.858 4.788 -0.0193
H -0.920 -2.617 -6.156 0.0390
H -0.223 -0.983 -6.003 0.0402
H 0.079 -2.192 -4.741 0.0293
H -3.696 -1.027 -6.514 0.0391
H -4.287 -0.027 -5.164 0.0257
H -2.912 0.530 -6.141 0.0399
H -3.626 -3.237 -4.489 0.0407
H -2.411 -3.312 -3.183 0.0323
H -3.849 -2.277 -3.004 0.0372
H -3.909 0.940 -3.181 0.1016
H -6.184 1.007 -2.236 0.1098
H -6.560 0.347 0.156 0.1037
H -4.621 -0.417 1.554 0.1096
H -2.367 -0.596 0.541 0.1186
H -2.392 -2.424 -0.724 0.1116
H -0.903 -4.207 0.136 0.1071
H 1.546 -4.170 -0.427 0.1118
H 2.459 -2.308 -1.807 0.1116
H 0.953 -0.556 -2.676 0.1255
H 0.171 1.199 -2.224 0.1519
H -0.792 3.190 -2.537 0.1245
H -2.270 2.316 -2.974 0.1101
H -2.091 4.198 -0.898 0.1141
H -3.257 2.871 -0.833 0.1068
H -0.837 3.263 0.791 0.1300
H -2.132 2.093 1.035 0.1266
H 1.075 0.226 -0.061 0.1441
H -0.126 1.878 2.285 0.0949
H 1.932 -0.422 2.125 0.0866
H 1.881 -2.009 4.017 0.0976
H 1.415 -2.481 6.385 0.1116
H 0.051 -0.863 7.723 0.1038
H -0.822 1.221 6.637 0.1042
H -0.157 1.776 4.311 0.1067

(3)
91
Properties=species:S:1:pos:R:3:lowdin_charge:R:1 method="wB97M-V/def2-TZVPD" charge=+1 s2=0.8113 energy_ev=-289390.0823 homo_ev="-10.056 / -10.055" spin_multiplicity=2 relative_energy_kj_mol=130.0
Co 0.165 -0.090 -0.325 0.1259
O -1.557 2.491 -3.484 0.0190
C -2.877 2.394 -3.208 -0.2719
C -3.760 3.258 -3.850 -0.0096
C -5.114 3.187 -3.592 -0.0821
C -5.606 2.262 -2.687 -0.0929
C -4.738 1.389 -2.060 -0.0465
C -3.375 1.438 -2.310 -0.0913
C -2.422 0.379 -1.762 -0.4228
O -1.143 0.806 -1.636 -0.3726
N -2.874 -0.163 -0.473 0.0414
N -1.941 -0.529 0.384 -0.0421
C -2.196 -1.330 1.359 -0.1847
C -1.235 -1.593 2.382 -0.5524
Br 0.210 -0.324 2.428 0.9780
C -1.243 -2.549 3.325 -0.0953
C -2.179 -3.652 3.429 -0.2321
C -2.576 -4.068 4.702 -0.0290
C -3.492 -5.090 4.848 -0.0686
C -3.990 -5.744 3.732 -0.0724
C -3.547 -5.385 2.469 -0.0717
C -2.656 -4.339 2.313 -0.0443
H -1.118 1.889 -2.831 0.0353
H -3.357 3.966 -4.556 0.1172
H -5.784 3.862 -4.096 0.1050
H -6.665 2.208 -2.489 0.1010
H -5.137 0.659 -1.373 0.0987
H -2.488 -0.472 -2.493 0.1424
H -3.748 -0.683 -0.463 0.1434
H -3.177 -1.790 1.485 0.1389
H -0.495 -2.495 4.104 0.1072
H -2.183 -3.564 5.572 0.1168
H -3.811 -5.379 5.837 0.1090
H -4.705 -6.543 3.847 0.1076
H -3.894 -5.925 1.602 0.1063
H -2.290 -4.078 1.330 0.1063
C 4.405 0.198 -0.736 -0.2452
As 2.702 -0.202 0.162 1.1700
C 3.324 -1.813 1.101 -0.2567
C 2.837 1.178 1.569 -0.4638
C 3.777 1.068 2.584 -0.1048
C 3.802 1.973 3.630 -0.0608
C 2.904 3.024 3.654 -0.0617
C 1.993 3.169 2.625 -0.1034
C 1.938 2.245 1.591 -0.4611
As 0.565 2.372 0.200 1.2019
C 1.098 4.120 -0.558 -0.2307
C -1.010 2.966 1.190 -0.2548
H 5.221 0.033 -0.031 0.0378
H 4.437 1.234 -1.073 0.0285
H 4.510 -0.468 -1.592 0.0288
H 4.295 -1.650 1.573 0.0289
H 3.438 -2.597 0.351 0.0357
H 2.607 -2.138 1.853 0.0108
H 4.490 0.253 2.573 0.0949
H 4.514 1.847 4.432 0.1119
H 2.906 3.722 4.476 0.1123
H 1.301 4.003 2.638 0.0973
H 1.048 4.879 0.224 0.0372
H 0.424 4.397 -1.369 0.0340
H 2.118 4.076 -0.940 0.0297
H -0.788 3.794 1.863 0.0301
H -1.417 2.137 1.767 0.0053
H -1.762 3.284 0.466 0.0403
C -0.792 -2.911 -2.395 0.0123
C 0.148 -3.144 -1.247 -0.3348
O 0.415 -2.243 -0.452 -0.0469
C 0.666 -4.509 -1.068 -0.1441
C 0.472 -5.511 -2.028 -0.0147
C 0.922 -6.795 -1.795 -0.0581
C 1.566 -7.110 -0.607 -0.0528
C 1.764 -6.129 0.353 -0.0547
C 1.324 -4.840 0.124 -0.0093
H -1.117 -1.873 -2.383 0.0496
H -1.656 -3.574 -2.319 0.1117
H -0.288 -3.119 -3.337 0.0925
H -0.023 -5.300 -2.963 0.1119
H 0.770 -7.554 -2.547 0.1120
H 1.906 -8.118 -0.436 0.1121
H 2.257 -6.376 1.281 0.1111
H 1.462 -4.066 0.865 0.0997
C 0.659 -0.255 -4.538 -0.1850
S 1.274 -0.092 -2.814 0.7623
C 2.112 1.506 -3.126 -0.2099
O 2.344 -1.097 -2.664 -0.5597
H 1.502 -0.238 -5.216 0.0629
H -0.016 0.571 -4.728 0.0518
H 0.135 -1.198 -4.623 0.0382
H 1.361 2.235 -3.407 0.0559
H 2.837 1.370 -3.920 0.0682
H 2.612 1.805 -2.209 0.0084

(4)
98
Properties=species:S:1:pos:R:3:lowdin_charge:R:1 method="wB97M-V/def2-TZVPD" s2=0.7528 energy_ev=-175806.8313 homo_ev="-8.293 / -8.752" spin_multiplicity=2 relative_energy_kj_mol=82.2
Ti -0.479 -0.171 -0.737 0.7932
O -3.935 0.867 -2.902 -0.2656
As -3.289 -0.619 -2.157 0.9543
O -3.788 -1.808 -3.152 -0.4056
O -1.635 -0.130 -2.211 -0.5629
C -4.190 -0.402 -0.425 -0.2189
C -5.505 -0.019 -0.714 -0.1074
C -6.451 0.206 0.270 -0.0630
C -6.086 0.074 1.593 -0.0581
C -4.794 -0.308 1.907 -0.0650
C -3.831 -0.572 0.928 -0.2210
S -2.361 -1.261 1.758 0.5024
O -2.568 -2.682 1.797 -0.2734
O -2.299 -0.574 3.022 -0.3058
O -1.131 -0.906 0.973 -0.4554
H -4.228 0.601 -3.783 0.0484
H -5.792 0.112 -1.747 0.0985
H -7.458 0.491 -0.007 0.1091
H -6.798 0.258 2.388 0.1102
H -4.507 -0.419 2.941 0.1098
C -2.436 2.953 -0.901 -0.2261
P -1.044 2.215 0.017 0.9106
C -1.487 2.554 1.749 -0.2164
C 0.375 3.292 -0.373 -0.3576
C 0.605 4.462 0.345 -0.0736
C 1.734 5.226 0.103 -0.0662
C 2.644 4.827 -0.863 -0.0734
C 2.414 3.675 -1.598 -0.0782
C 1.282 2.898 -1.366 -0.3494
P 0.959 1.359 -2.303 0.9002
C 0.154 1.936 -3.834 -0.2329
C 2.607 0.855 -2.896 -0.2365
H -2.507 4.022 -0.693 0.0538
H -3.359 2.462 -0.588 0.0435
H -2.332 2.786 -1.971 0.0221
H -2.136 3.428 1.814 0.0538
H -0.578 2.702 2.326 0.0427
H -1.996 1.685 2.167 0.0283
H -0.088 4.763 1.121 0.1050
H 1.914 6.123 0.682 0.1084
H 3.541 5.407 -1.040 0.1075
H 3.140 3.374 -2.342 0.0986
H 0.738 2.721 -4.316 0.0504
H -0.848 2.301 -3.612 0.0294
H 0.049 1.084 -4.507 0.0537
H 2.997 1.560 -3.631 0.0468
H 2.526 -0.132 -3.351 0.0510
H 3.300 0.778 -2.059 0.0359
C -3.605 -5.036 -2.725 -0.0519
N -3.263 -4.276 -1.532 -0.1313
C -4.416 -3.774 -0.807 -0.0386
C -2.093 -3.587 -1.475 -0.4696
O -2.011 -2.419 -1.045 -0.0971
N -0.973 -4.230 -1.898 -0.1183
C 0.262 -3.473 -1.920 -0.0453
C -0.815 -5.668 -1.764 -0.0471
H -4.332 -4.464 -3.308 0.0884
H -4.031 -6.004 -2.455 0.0906
H -2.728 -5.193 -3.346 0.0824
H -5.050 -4.627 -0.555 0.0949
H -4.986 -3.073 -1.421 0.0756
H -4.088 -3.304 0.115 0.0689
H 0.093 -2.487 -2.350 0.0764
H 0.989 -3.986 -2.546 0.0996
H 0.689 -3.363 -0.921 0.0922
H -1.702 -6.103 -1.314 0.0880
H 0.039 -5.875 -1.114 0.0938
H -0.633 -6.145 -2.730 0.0900
O 2.643 -1.878 -1.257 0.0479
C 2.611 -1.083 -0.339 -0.5584
N 3.690 -0.745 0.451 0.1628
C 3.297 0.146 1.532 -0.2686
C 1.839 0.431 1.115 -0.4488
O 1.116 1.236 1.671 0.0480
N 1.506 -0.332 0.043 0.0354
C 3.338 -0.564 2.880 -0.1394
C 4.522 -0.592 3.609 -0.0292
C 4.597 -1.299 4.801 -0.0785
C 3.485 -1.976 5.278 -0.0871
C 2.299 -1.947 4.558 -0.0618
C 2.225 -1.246 3.364 0.0001
C 4.058 1.462 1.515 -0.1538
C 3.769 2.426 2.481 -0.0201
C 4.409 3.653 2.456 -0.0725
C 5.351 3.934 1.473 -0.0997
C 5.642 2.979 0.514 -0.0877
C 4.994 1.750 0.531 -0.0324
H 4.405 -1.440 0.592 0.1616
H 5.387 -0.048 3.249 0.1194
H 5.523 -1.313 5.361 0.1023
H 3.541 -2.520 6.212 0.1015
H 1.422 -2.463 4.926 0.1087
H 1.283 -1.225 2.827 0.1169
H 3.034 2.210 3.245 0.1254
H 4.175 4.394 3.211 0.1044
H 5.857 4.891 1.462 0.1007
H 6.378 3.186 -0.253 0.1018
H 5.219 1.007 -0.223 0.1047

(5)
95
Properties=species:S:1:pos:R:3:lowdin_charge:R:1 method="wB97M-V/def2-TZVPD" s2=0.7527 energy_ev=-194134.6369 homo_ev="-8.226 / -8.226" spin_multiplicity=2 relative_energy_kj_mol=0.0
Cu -22.162 8.416 5.343 0.6040
Br -24.924 10.988 6.429 0.7983
C -23.301 10.727 7.329 -0.7353
C -23.058 11.707 8.353 -0.1126
C -22.160 11.390 9.325 -0.0415
C -21.385 10.202 9.158 0.0327
C -21.599 9.388 8.032 -0.1286
N -22.544 9.715 7.087 0.0635
C -20.830 8.092 7.806 -0.5151
O -20.058 7.599 8.645 0.0497
O -21.037 7.600 6.587 -0.1483
H -23.593 12.649 8.212 0.0935
H -21.999 12.009 10.190 0.1072
H -20.680 9.820 9.875 0.1133
C -24.194 12.407 0.155 -0.0608
C -24.102 10.902 -0.025 -0.5832
C -23.050 10.661 -1.107 -0.0390
C -25.421 10.250 -0.376 -0.0573
C -23.635 10.262 1.281 -0.1137
C -24.235 9.046 1.740 0.0218
C -23.785 8.526 2.915 -0.0357
N -22.819 9.167 3.672 0.0529
C -22.137 10.179 3.143 -0.1848
C -22.600 10.872 2.017 0.0639
C -20.820 10.311 3.750 -0.1618
C -19.798 11.082 3.138 0.0652
C -18.490 10.901 3.520 -0.1600
C -18.258 9.902 4.546 0.0278
C -19.260 9.207 5.113 -0.0476
N -20.527 9.377 4.641 0.0643
C -17.410 11.637 2.892 -0.5635
C -16.127 11.655 3.765 -0.0656
C -17.815 13.159 2.811 -0.0372
C -17.076 11.154 1.462 -0.0303
H -24.554 12.889 -0.792 0.1005
H -23.211 12.903 0.350 0.0842
H -24.910 12.664 0.977 0.1083
H -23.321 11.267 -1.979 0.0867
H -22.990 9.597 -1.398 0.0980
H -22.044 11.046 -0.806 0.0951
H -25.888 10.713 -1.206 0.0793
H -26.086 10.299 0.456 0.0821
H -25.264 9.163 -0.592 0.1010
H -25.117 8.600 1.270 0.1117
H -24.077 7.529 3.184 0.1077
H -22.169 11.798 1.665 0.1058
H -20.027 11.814 2.390 0.1098
H -17.248 9.668 4.864 0.1085
H -19.136 8.366 5.897 0.1586
H -16.302 12.040 4.736 0.0722
H -15.290 12.266 3.272 0.1093
H -15.710 10.585 3.759 0.1018
H -18.302 13.462 3.733 0.0946
H -18.487 13.270 2.000 0.0571
H -16.915 13.742 2.610 0.0863
H -16.665 10.108 1.439 0.1060
H -16.437 11.913 0.925 0.1059
H -17.978 11.149 0.874 0.0658
C -22.160 0.771 2.515 -0.1087
C -23.318 1.710 3.028 -0.2343
C -23.150 3.168 2.592 -0.2414
N -23.592 3.443 1.249 0.0031
C -24.837 3.815 0.935 -0.8611
S -26.043 3.944 2.090 0.6373
N -25.114 4.099 -0.422 0.0702
C -24.092 4.088 -1.408 -0.4045
O -23.795 5.070 -2.064 0.0956
C -23.532 2.690 -1.647 -0.1480
C -22.554 2.595 -2.661 -0.0360
C -22.123 1.372 -3.149 -0.0536
C -22.759 0.185 -2.629 -0.0465
C -23.701 0.278 -1.586 -0.0644
C -24.094 1.522 -1.086 -0.0216
H -22.113 -0.086 3.222 0.0650
H -21.140 1.325 2.502 0.0933
H -22.364 0.373 1.505 0.0473
H -23.257 1.793 4.144 0.1190
H -24.321 1.281 2.790 0.1078
H -22.094 3.465 2.687 0.1289
H -23.745 3.695 3.323 0.0698
H -22.893 3.548 0.494 0.1505
H -25.776 4.889 -0.497 0.1389
H -22.283 3.514 -3.177 0.1154
H -21.321 1.347 -3.910 0.1102
H -22.491 -0.771 -2.987 0.0830
H -24.083 -0.610 -1.108 0.1030
H -24.733 1.590 -0.244 0.0954
C -26.392 6.700 5.760 -0.1344
S -24.663 6.473 6.233 0.4659
O -24.523 7.202 7.490 -0.3629
O -24.434 5.014 6.237 -0.3512
O -23.783 7.166 5.207 -0.4519
H -26.493 6.281 4.778 0.0324
H -26.762 7.703 5.777 0.0449
H -26.973 6.035 6.414 0.0711